No. 1
C63H182N28O21 | wB97M-V/def2-TZVPD

Computed properties:
Kohn-Sham gap, eV: 7.844

Geometry as ORCA input:
```
! RIJCOSX wB97M-V def2-TZVPD def2/J DEFGRID3
* xyz 0 1
C 0.19 6.35 0.45
C 0.52 5.50 -0.85
C 0.08 6.19 -2.10
O -1.37 6.35 -2.19
C -1.92 6.94 -3.43
N 1.95 5.15 -0.85
H -0.81 6.78 0.38
H 0.78 7.27 0.52
H 0.26 5.72 1.33
H 0.05 4.52 -0.73
H 0.40 5.63 -2.97
H 0.60 7.15 -2.15
H -1.79 6.45 -4.39
H -1.53 7.94 -3.61
H -2.98 7.05 -3.20
H 2.12 4.98 0.13
H 2.44 6.03 -0.98
C 8.70 -2.73 2.63
C 7.16 -2.35 2.58
C 6.42 -2.76 3.90
O 6.23 -4.14 4.03
C 5.62 -4.60 5.25
N 6.94 -0.97 2.25
H 8.82 -3.81 2.52
H 9.29 -2.29 3.43
H 9.24 -2.38 1.75
H 6.68 -2.80 1.71
H 5.46 -2.26 3.85
H 6.93 -2.40 4.79
H 4.62 -4.16 5.33
H 6.31 -4.29 6.03
H 5.51 -5.68 5.12
H 7.07 -0.76 1.27
H 5.94 -0.88 2.36
C -2.11 -2.18 2.24
C -2.38 -0.76 2.60
C -3.93 -0.48 2.56
O -4.34 -0.61 1.16
C -3.86 0.40 0.24
N -1.65 -0.37 3.80
H -2.45 -2.88 3.00
H -1.08 -2.49 2.05
H -2.58 -2.46 1.30
H -1.91 -0.11 1.86
H -4.11 0.50 2.99
H -4.37 -1.24 3.20
H -2.99 0.91 0.66
H -4.61 1.19 0.14
H -3.55 0.00 -0.73
H -0.68 -0.36 3.53
H -1.75 -1.09 4.51
C -5.99 -1.82 -3.48
C -6.08 -3.08 -2.62
C -5.58 -2.94 -1.13
O -5.53 -4.06 -0.34
C -4.57 -5.12 -0.63
N -7.44 -3.53 -2.68
H -6.20 -2.08 -4.52
H -4.96 -1.48 -3.50
H -6.62 -1.03 -3.08
H -5.52 -3.88 -3.09
H -6.18 -2.24 -0.56
H -4.59 -2.48 -1.10
H -4.61 -5.67 -1.57
H -4.64 -5.89 0.13
H -3.57 -4.69 -0.54
H -8.05 -2.95 -2.12
H -7.56 -4.40 -2.18
C -2.12 2.80 -4.83
C -0.83 2.48 -4.04
C -0.61 0.91 -3.72
O -0.82 0.18 -4.98
C -0.89 -1.21 -4.91
N 0.25 2.99 -4.85
H -2.13 2.35 -5.82
H -2.18 3.87 -5.01
H -2.98 2.61 -4.19
H -0.75 3.03 -3.11
H -1.29 0.53 -2.96
H 0.44 0.78 -3.45
H -1.72 -1.51 -4.28
H 0.05 -1.63 -4.58
H -0.86 -1.54 -5.95
H 1.05 3.04 -4.24
H 0.51 2.22 -5.45
C 3.24 0.74 3.77
C 3.18 -0.73 3.48
C 1.75 -1.41 3.39
O 0.91 -1.19 4.49
C 1.21 -2.03 5.65
N 3.96 -1.10 2.27
H 2.48 0.98 4.51
H 3.22 1.34 2.86
H 4.18 0.98 4.26
H 3.72 -1.32 4.22
H 1.80 -2.48 3.18
H 1.24 -0.89 2.58
H 1.24 -3.08 5.37
H 0.36 -1.86 6.32
H 2.06 -1.64 6.20
H 3.89 -2.04 1.89
H 3.84 -0.49 1.47
C -1.58 -5.81 1.36
C -2.10 -6.07 2.77
C -3.65 -5.96 2.77
O -4.14 -5.81 4.10
C -3.93 -4.56 4.70
N -1.65 -7.46 3.05
H -2.02 -6.53 0.68
H -0.52 -6.04 1.24
H -1.84 -4.80 1.03
H -1.69 -5.29 3.41
H -4.12 -6.87 2.40
H -3.76 -5.06 2.17
H -4.45 -3.81 4.10
H -2.89 -4.25 4.67
H -4.27 -4.66 5.73
H -1.75 -7.72 4.02
H -2.15 -8.09 2.45
C -5.79 5.21 4.77
C -5.48 4.27 3.65
C -4.26 4.72 2.76
O -4.27 4.01 1.49
C -3.15 4.46 0.71
N -5.11 3.11 4.35
H -6.76 5.03 5.24
H -5.69 6.25 4.46
H -4.97 5.18 5.49
H -6.36 4.17 3.02
H -3.33 4.55 3.30
H -4.31 5.79 2.56
H -2.97 4.07 -0.29
H -2.26 4.16 1.27
H -3.15 5.54 0.57
H -4.74 2.38 3.76
H -5.99 2.76 4.70
C -1.85 3.24 5.74
C -0.74 3.55 4.73
C 0.59 3.01 5.03
O 1.06 3.79 6.07
C 2.20 3.30 6.71
N -1.12 2.96 3.44
H -2.35 2.28 5.63
H -2.61 4.01 5.57
H -1.54 3.13 6.78
H -0.71 4.63 4.54
H 1.22 2.89 4.15
H 0.32 2.01 5.36
H 2.58 3.85 7.57
H 2.99 3.42 5.97
H 2.22 2.23 6.92
H -1.21 1.96 3.51
H -2.07 3.21 3.21
C 6.59 -0.16 -3.60
C 5.79 -0.89 -2.52
C 6.34 -0.93 -1.10
O 7.72 -1.35 -0.97
C 7.95 -2.73 -1.24
N 4.44 -0.42 -2.61
H 6.11 -0.13 -4.58
H 7.62 -0.52 -3.61
H 6.72 0.87 -3.29
H 5.76 -1.96 -2.70
H 5.65 -1.45 -0.43
H 6.31 0.13 -0.85
H 7.94 -3.24 -0.28
H 8.99 -2.78 -1.55
H 7.23 -3.20 -1.91
H 4.09 -0.44 -3.56
H 4.53 0.56 -2.37
C -4.53 4.46 -2.99
C -5.92 4.22 -2.29
C -6.27 2.73 -2.34
O -6.76 2.30 -3.63
C -8.15 2.69 -3.88
N -5.78 4.62 -0.93
H -3.76 3.75 -2.67
H -4.04 5.40 -2.72
H -4.70 4.47 -4.06
H -6.65 4.85 -2.80
H -7.07 2.43 -1.65
H -5.38 2.13 -2.13
H -8.80 2.38 -3.06
H -8.50 2.26 -4.81
H -8.15 3.76 -4.09
H -6.66 4.51 -0.45
H -5.13 4.08 -0.37
C -2.46 -4.96 -6.01
C -1.09 -5.21 -5.39
C -1.07 -6.43 -4.44
O -1.97 -6.23 -3.33
C -1.74 -7.16 -2.34
N -0.15 -5.52 -6.45
H -3.16 -4.77 -5.19
H -2.74 -5.76 -6.70
H -2.36 -4.07 -6.62
H -0.91 -4.39 -4.70
H -0.05 -6.63 -4.10
H -1.28 -7.33 -5.01
H -2.54 -7.08 -1.61
H -0.76 -6.97 -1.90
H -1.77 -8.19 -2.68
H -0.55 -6.11 -7.17
H 0.11 -4.63 -6.87
C 2.87 6.00 3.77
C 3.97 4.91 3.62
C 4.59 5.01 2.21
O 5.33 3.84 1.97
C 5.78 3.80 0.62
N 4.96 5.12 4.68
H 2.21 5.78 4.61
H 2.17 5.88 2.93
H 3.34 6.97 3.62
H 3.51 3.92 3.69
H 5.04 5.99 2.03
H 3.78 4.97 1.48
H 5.01 3.41 -0.04
H 6.64 3.14 0.58
H 6.10 4.75 0.20
H 4.58 4.89 5.59
H 5.70 4.45 4.56
C 1.01 2.04 -0.42
C 1.63 0.83 0.18
C 1.05 -0.46 -0.47
O -0.31 -0.48 -0.47
C -0.84 -1.61 -1.13
N 3.11 0.98 -0.06
H 1.27 2.93 0.15
H -0.08 2.06 -0.44
H 1.41 2.17 -1.43
H 1.36 0.86 1.23
H 1.38 -1.36 0.05
H 1.44 -0.56 -1.48
H -0.42 -2.56 -0.80
H -0.62 -1.46 -2.19
H -1.92 -1.46 -1.01
H 3.37 0.89 -1.03
H 3.27 1.98 -0.04
C 2.95 -0.65 -6.15
O 3.10 -1.37 -5.21
N 3.85 -0.40 -7.09
N 1.81 -0.08 -6.50
H 4.77 -0.83 -7.11
H 3.54 0.11 -7.90
H 1.63 0.39 -7.38
H 1.10 -0.27 -5.81
C -4.15 -0.59 -7.42
O -3.68 -1.65 -7.35
N -5.05 -0.28 -8.30
N -3.97 0.37 -6.54
H -5.36 -0.89 -9.05
H -5.38 0.67 -8.30
H -3.56 0.21 -5.64
H -4.61 1.16 -6.62
C -7.42 -2.05 2.74
O -7.35 -0.85 3.17
N -8.42 -2.87 2.89
N -6.40 -2.62 2.24
H -8.30 -3.82 2.60
H -9.26 -2.70 3.44
H -6.62 -3.53 1.87
H -5.69 -2.01 1.86
C 2.18 -3.61 -2.25
O 1.75 -4.67 -1.89
N 2.92 -2.79 -1.53
N 2.02 -3.29 -3.43
H 3.36 -1.96 -1.90
H 3.14 -3.04 -0.58
H 2.33 -2.46 -3.92
H 1.76 -4.08 -4.01
C 3.08 -4.78 1.57
O 3.47 -3.62 1.33
N 3.35 -5.45 2.68
N 2.28 -5.50 0.84
H 3.00 -6.35 2.98
H 3.97 -4.89 3.25
H 2.15 -6.48 1.05
H 1.80 -5.09 0.05
C 7.50 2.03 4.42
O 7.74 3.05 5.03
N 8.02 0.86 4.73
N 6.53 1.96 3.58
H 8.68 0.82 5.49
H 7.66 -0.01 4.38
H 6.11 2.83 3.30
H 6.67 1.20 2.94
C 3.82 3.16 -3.30
O 4.28 2.54 -2.32
N 4.19 3.03 -4.54
N 2.92 4.12 -3.27
H 3.85 3.72 -5.20
H 4.94 2.41 -4.81
H 2.63 4.58 -4.12
H 2.51 4.34 -2.37
*
```

=====

No. 2
C63H46FGeNO3P3Pd | wB97M-V/def2-TZVPD

Computed properties:
Kohn-Sham gap, eV: 4.847
Relative energy (zero: lowest compared OMol25 entry of this formula, charge and spin), kcal/mol: 17.4

Geometry as ORCA input:
```
! RIJCOSX wB97M-V def2-TZVPD def2/J DEFGRID3
* xyz -1 1
Pd -0.12 0.02 0.07
F 2.27 -4.15 3.28
Ge 1.56 -2.92 2.11
C 3.41 -2.69 1.31
C 4.37 -3.59 1.78
C 5.69 -3.50 1.37
C 6.07 -2.51 0.48
C 5.12 -1.64 -0.02
C 3.78 -1.72 0.38
P 2.55 -0.55 -0.33
C 3.32 1.05 0.25
C 4.54 1.19 0.93
C 5.09 2.44 1.16
C 4.45 3.59 0.74
C 3.21 3.48 0.12
C 2.66 2.23 -0.11
C 3.25 -0.40 -2.04
C 3.12 0.78 -2.77
C 3.51 0.85 -4.11
C 4.02 -0.27 -4.74
C 4.15 -1.46 -4.02
C 3.76 -1.53 -2.70
C 0.93 -1.78 3.67
C 1.34 -2.32 4.90
C 1.01 -1.73 6.11
C 0.26 -0.56 6.12
C -0.14 -0.02 4.92
C 0.17 -0.61 3.69
P -0.45 0.39 2.27
C -2.20 0.57 2.82
C -3.00 1.61 2.36
C -4.29 1.77 2.85
C -4.80 0.89 3.79
C -4.03 -0.18 4.20
C -2.75 -0.36 3.70
C 0.39 1.92 2.84
C -0.22 3.16 2.99
C 0.50 4.24 3.46
C 1.83 4.10 3.82
C 2.45 2.86 3.67
C 1.74 1.79 3.16
C 0.20 -4.28 1.53
C 0.29 -5.54 2.13
C -0.67 -6.50 1.89
C -1.73 -6.24 1.03
C -1.79 -5.01 0.40
C -0.83 -4.02 0.64
P -0.88 -2.47 -0.35
C -2.67 -1.99 -0.08
C -3.53 -2.58 0.84
C -4.87 -2.24 0.86
C -5.38 -1.28 0.00
C -4.52 -0.64 -0.87
C -3.18 -0.98 -0.91
C -1.16 -3.34 -1.97
C -2.11 -2.97 -2.91
C -2.18 -3.64 -4.13
C -1.30 -4.66 -4.43
C -0.36 -5.04 -3.48
C -0.28 -4.38 -2.27
H 4.09 -4.35 2.49
H 6.41 -4.21 1.75
H 7.10 -2.43 0.16
H 5.42 -0.89 -0.73
H 5.07 0.31 1.28
H 6.04 2.51 1.67
H 4.89 4.56 0.91
H 2.67 4.37 -0.18
H 1.69 2.16 -0.57
H 2.69 1.66 -2.32
H 3.36 1.77 -4.65
H 4.30 -0.23 -5.78
H 4.51 -2.35 -4.52
H 3.82 -2.47 -2.18
H 1.92 -3.22 4.92
H 1.34 -2.18 7.03
H 0.01 -0.07 7.06
H -0.72 0.90 4.93
H -2.62 2.31 1.62
H -4.90 2.59 2.48
H -5.80 1.04 4.19
H -4.43 -0.89 4.91
H -2.17 -1.21 4.02
H -1.27 3.28 2.75
H 0.02 5.21 3.57
H 2.40 4.94 4.20
H 3.49 2.74 3.94
H 2.23 0.83 3.04
H 1.11 -5.76 2.80
H -0.58 -7.47 2.37
H -2.49 -6.98 0.86
H -2.60 -4.82 -0.29
H -3.16 -3.32 1.54
H -5.53 -2.74 1.57
H -6.43 -1.03 0.02
H -4.89 0.14 -1.53
H -2.53 -0.49 -1.62
H -2.81 -2.18 -2.71
H -2.92 -3.33 -4.86
H -1.34 -5.15 -5.39
H 0.34 -5.84 -3.70
H 0.49 -4.65 -1.56
O -1.16 2.75 0.20
C -0.87 1.82 -0.52
O -1.04 1.98 -1.85
C -0.59 0.91 -2.61
N -0.02 -0.08 -1.87
C 0.46 -1.09 -2.66
O 1.08 -2.10 -2.15
C 0.15 -0.71 -3.99
C 0.36 -1.32 -5.23
C -0.03 -0.68 -6.38
C -0.65 0.60 -6.34
C -0.90 1.24 -5.15
C -0.51 0.60 -3.94
H 0.84 -2.29 -5.27
H 0.12 -1.15 -7.35
H -0.91 1.09 -7.27
H -1.38 2.21 -5.12
*
```